1.
19
Properties=species:S:1:pos:R:3:forces:R:3 method="wB97M-V/def2-TZVPD" fmax_ev_per_a=3.6 orbital_gap_ev="7.69 / 7.70" total_charge=0
C -3.324 0.416 0.183 0.2 2.0 0.1
C -0.149 1.901 0.931 -1.5 1.6 -1.9
C 0.360 -0.088 -0.324 -0.4 1.6 -0.4
C -0.316 0.495 -1.542 -1.1 -0.9 2.1
C 1.031 -2.197 0.928 2.3 0.1 -2.8
C 1.249 -1.300 -0.358 -2.6 -1.7 -1.6
N -3.245 1.557 0.273 -0.4 -0.3 0.1
O 0.378 0.738 0.739 1.3 -2.1 0.7
H -3.255 -0.594 0.010 -0.1 -1.8 -0.1
H -0.782 2.306 0.129 0.5 -0.2 0.3
H -0.282 2.365 1.891 0.6 -0.7 0.5
H -0.413 -0.252 -2.254 0.2 -1.7 -1.5
H 0.229 1.276 -2.008 0.2 1.4 -0.2
H -1.396 0.682 -1.306 1.1 0.8 -0.2
H 1.365 -3.228 0.715 0.0 0.5 0.3
H 0.008 -2.216 1.134 -1.5 0.1 0.7
H 1.646 -1.742 1.653 0.3 0.1 1.5
H 0.737 -1.902 -1.244 1.1 1.0 1.6
H 2.268 -1.138 -0.761 -0.2 0.0 0.9


2.
20
Properties=species:S:1:pos:R:3:forces:R:3 method="wB97M-V/def2-TZVPD" spin_multiplicity=4 fmax_ev_per_a=1.0 orbital_gap_ev="10.09 / 11.60" total_charge=0 s2=3.752
V 16.016 -14.197 27.522 -0.9 0.3 -0.4
P 16.158 -14.346 24.619 0.3 0.1 -0.5
F 14.981 -14.776 25.741 -0.3 -0.4 0.7
F 15.918 -15.673 23.834 -0.1 -0.2 -0.1
F 15.084 -13.540 23.827 -0.3 0.3 -0.1
F 17.340 -13.850 23.721 0.2 0.0 0.1
F 16.380 -13.038 25.665 0.0 0.1 0.6
F 17.204 -15.126 25.637 0.1 -0.1 0.5
P 14.821 -13.884 30.098 0.0 0.6 0.0
F 16.219 -13.154 29.520 0.2 -0.2 -0.1
F 15.409 -15.262 29.320 0.4 -0.2 -0.4
F 15.556 -14.304 31.405 0.2 -0.1 0.3
F 13.495 -14.618 30.433 -0.3 -0.3 0.0
F 14.333 -12.504 30.645 -0.1 0.1 -0.1
F 14.239 -13.522 28.544 0.1 0.1 -0.3
C 19.699 -13.121 29.113 -0.1 0.0 0.2
Cl 18.637 -13.831 27.855 0.6 -0.2 -0.3
Cl 19.485 -11.396 29.242 0.0 0.2 0.0
H 19.460 -13.582 30.063 -0.1 -0.1 0.0
H 20.708 -13.351 28.796 0.0 0.0 0.0


3.
62
Properties=species:S:1:pos:R:3:forces:R:3 method="wB97M-V/def2-TZVPD" fmax_ev_per_a=0.8 smiles="Cc1ccc(OCC(=O)Nc2ccc3c(c2)nc(CCN2CCN(C)CC2)n3C)cc1" orbital_gap_ev=8.56 total_charge=0
C 4.568 3.380 1.933 0.0 0.0 -0.1
C 4.737 1.952 1.511 0.0 0.0 0.1
C 5.299 1.646 0.275 0.0 -0.1 0.1
C 5.451 0.338 -0.131 0.0 -0.2 0.0
C 5.039 -0.706 0.696 0.0 0.3 0.0
O 5.220 -1.973 0.192 0.0 0.1 -0.2
C 4.945 -3.067 1.032 0.0 -0.3 0.3
C 3.450 -3.289 1.320 0.4 0.2 -0.2
O 3.088 -3.900 2.303 0.0 -0.1 0.2
N 2.663 -2.759 0.359 0.2 0.2 -0.4
C 1.265 -2.722 0.260 -0.3 0.0 0.0
C 0.447 -3.363 1.201 0.1 -0.1 0.2
C -0.928 -3.325 1.098 -0.2 0.0 -0.1
C -1.473 -2.633 0.029 0.6 0.2 -0.2
C -0.657 -1.983 -0.925 -0.3 -0.4 0.6
C 0.725 -2.024 -0.810 -0.1 -0.1 0.2
N -1.452 -1.380 -1.863 -0.1 0.3 -0.5
C -2.682 -1.635 -1.509 0.1 -0.1 -0.2
C -3.863 -1.153 -2.266 -0.3 0.3 0.2
C -4.685 -0.054 -1.539 0.0 -0.2 -0.2
N -4.018 1.177 -1.208 0.1 0.0 0.0
C -3.382 1.853 -2.322 -0.1 0.3 0.0
C -3.051 3.282 -1.902 0.1 -0.2 -0.2
N -2.151 3.263 -0.765 -0.1 0.0 0.0
C -1.734 4.593 -0.384 0.0 -0.1 0.0
C -2.773 2.555 0.337 0.1 -0.3 0.1
C -3.100 1.126 -0.089 0.1 0.2 0.3
N -2.767 -2.403 -0.376 0.1 0.1 -0.2
C -3.939 -2.895 0.287 -0.2 0.0 0.2
C 4.473 -0.416 1.928 0.1 -0.4 -0.1
C 4.330 0.905 2.322 0.1 0.2 -0.1
H 3.815 3.869 1.315 0.0 0.1 0.0
H 5.502 3.927 1.814 0.0 0.1 0.0
H 4.255 3.444 2.972 0.0 0.1 0.1
H 5.623 2.445 -0.376 0.0 0.1 -0.1
H 5.888 0.096 -1.088 0.1 0.0 -0.1
H 5.479 -2.995 1.987 -0.2 0.0 -0.1
H 5.318 -3.946 0.497 -0.1 0.1 0.1
H 3.150 -2.279 -0.389 0.0 -0.1 0.2
H 0.912 -3.890 2.017 0.0 0.0 0.0
H -1.546 -3.819 1.832 0.0 -0.1 0.1
H 1.351 -1.525 -1.534 0.1 0.1 -0.1
H -4.538 -1.987 -2.474 0.0 0.0 -0.1
H -3.498 -0.761 -3.215 0.0 -0.1 0.0
H -5.525 0.201 -2.196 0.0 -0.1 0.1
H -5.098 -0.459 -0.611 -0.1 0.0 0.0
H -4.075 1.871 -3.166 0.0 0.0 0.0
H -2.451 1.349 -2.624 0.0 0.0 -0.1
H -2.558 3.802 -2.727 0.0 0.0 0.0
H -3.990 3.814 -1.662 0.0 0.0 0.0
H -2.577 5.232 -0.071 0.0 0.0 0.0
H -1.027 4.522 0.441 0.0 0.1 0.0
H -1.237 5.066 -1.230 0.0 0.1 0.0
H -2.074 2.535 1.177 0.0 0.0 0.0
H -3.703 3.055 0.663 0.0 0.0 0.0
H -3.577 0.600 0.742 0.0 0.0 0.0
H -2.158 0.618 -0.345 0.0 0.0 0.1
H -4.221 -2.247 1.122 0.0 -0.1 0.0
H -3.739 -3.894 0.677 -0.1 0.0 -0.1
H -4.771 -2.952 -0.413 0.0 0.0 0.0
H 4.133 -1.200 2.587 0.0 -0.1 0.1
H 3.888 1.115 3.285 0.0 0.0 0.1


4.
17
Properties=species:S:1:pos:R:3:forces:R:3 method="wB97M-V/def2-TZVPD" fmax_ev_per_a=1.2 orbital_gap_ev=7.80 total_charge=0
C -0.264 1.282 2.147 -0.1 0.2 0.0
C 0.464 0.406 1.209 0.4 0.7 0.4
C 0.665 0.843 -0.243 0.1 0.0 0.0
C 0.059 -0.447 -0.763 0.2 0.0 -0.3
C -0.524 -0.658 -2.127 -0.1 0.1 0.0
C 0.406 -1.598 0.068 -0.3 -0.5 -0.2
O -0.738 -0.717 0.443 0.7 -0.8 0.6
H 0.547 1.717 2.749 -0.2 0.1 0.0
H -0.867 0.690 2.848 0.2 0.1 -0.1
H -0.878 2.093 1.727 -0.1 0.0 0.0
H 0.062 1.702 -0.595 0.1 -0.1 0.0
H 1.716 1.003 -0.510 -0.2 0.0 0.0
H 0.305 -0.677 -2.846 -0.2 0.0 0.1
H -1.212 0.141 -2.411 0.1 0.0 0.0
H -1.043 -1.620 -2.188 0.1 0.2 0.0
H 1.340 -1.604 0.632 -0.8 0.2 0.3
H -0.038 -2.556 -0.141 0.1 -0.3 -0.6